1.
Entry from the OMol25 dataset: 2 unconnected molecules or ions with the total composition C10H16 in a non-equilibrium geometry (wB97M-V/def2-TZVPD).

ORCA input file:
```
! wB97M-V def2-TZVPD RIJCOSX def2/J DEFGRID3
* xyz 0 1
C -0.15659 -1.56298 3.20570
C -3.12458 -0.06720 1.39795
C -2.41052 -0.64714 2.44689
C -2.62116 0.26078 0.14511
C -1.11440 -1.06983 2.15954
C -1.26466 -0.00004 -0.05139
C -0.60784 -0.82897 0.88992
H -4.11440 0.35809 1.57809
H -2.95490 -0.89861 3.33912
H -3.26898 0.57536 -0.66315
H -0.78672 0.35910 -0.95126
H 0.78296 -1.87975 2.76411
H -0.56068 -2.46310 3.70161
H 0.32268 -1.11542 0.42708
H 0.06269 -0.88117 4.02936
C 2.60788 1.19166 -2.39054
C 1.25515 1.60662 -2.96425
C 2.35725 0.09186 -1.27819
H 3.14967 0.67636 -3.17680
H 3.15249 2.01986 -1.93147
H 0.40034 1.58790 -2.29758
H 2.78963 -0.86217 -1.59049
H 2.66679 0.44913 -0.30955
H 1.28451 -0.08592 -1.20396
H 1.13774 2.44346 -3.64583
H 1.01566 0.74211 -3.63000
*
```

Energy above the lowest of the compared OMol25 structures with the same formula, charge and spin in kcal per mole: 31.7
Frontier orbital gap in eV: 9.925
E_HOMO in eV: -8.90
SMILES: Cc1ccccc1.CCC



2.
Entry from the OMol25 dataset: 2 unconnected molecules or ions with the total composition C10H16 in a non-equilibrium geometry (wB97M-V/def2-TZVPD).

ORCA input file:
```
! wB97M-V def2-TZVPD RIJCOSX def2/J DEFGRID3
* xyz 0 1
C 2.27221 0.47101 -0.02426
C 3.29630 -0.51568 0.47934
C 1.01011 0.37072 0.78862
C 0.63681 1.54640 1.45553
C 0.21698 -0.76145 0.79530
C -0.60619 1.64082 2.07965
C -0.93610 -0.72806 1.62748
C -1.35684 0.47865 2.14636
H 2.76911 1.43560 0.11653
H 1.99886 0.57750 -1.07802
H 3.13366 -1.52853 0.08676
H 1.16446 2.49392 1.33615
H 0.46264 -1.75164 0.42586
H -0.94365 2.61095 2.38408
H -1.60459 -1.59620 1.70416
H -2.21834 0.44949 2.83316
H 3.43114 -0.47465 1.56633
H 4.37434 -0.32353 0.34635
C -1.76124 -0.06783 -2.80523
C -2.58801 -1.01548 -1.94064
H -0.79817 0.14292 -2.33785
H -1.46993 -0.55080 -3.74949
H -2.04138 0.98831 -3.00631
H -2.23716 -0.86394 -0.91187
H -2.52831 -2.04049 -2.29034
H -3.67669 -0.98803 -2.02765
*
```

Energy above the lowest of the compared OMol25 structures with the same formula, charge and spin in kcal per mole: 33.7
Frontier orbital gap in eV: 10.066
E_HOMO in eV: -9.10
SMILES: CCc1ccccc1.CC



3.
Entry from the OMol25 dataset: 2 unconnected molecules or ions with the total composition C10H16 in a non-equilibrium geometry (wB97M-V/def2-TZVPD).

ORCA input file:
```
! wB97M-V def2-TZVPD RIJCOSX def2/J DEFGRID3
* xyz 0 1
C 0.56411 -1.74177 -0.13569
C 1.42815 -2.81270 0.50335
C 1.11846 -0.39247 -0.09864
C 0.85956 0.34427 1.03489
C 2.10766 -0.03766 -1.01285
C 1.28274 1.63452 0.92847
C 2.48330 1.26317 -1.14358
C 1.96239 2.16759 -0.17483
H 0.59360 -2.10740 -1.22114
H -0.44994 -1.93361 0.21512
H 1.09286 -3.13987 1.61786
H 0.21953 -0.01261 1.87604
H 2.53175 -0.76233 -1.66200
H 1.04924 2.27376 1.81902
H 3.23811 1.58616 -1.80124
H 1.95316 3.30133 -0.52699
H 2.42787 -2.48941 0.32123
H 1.31912 -3.79165 0.19574
C -3.83641 1.02311 0.32224
C -2.60928 0.62749 -0.48556
H -4.74744 0.34534 0.13924
H -3.82970 1.05605 1.41909
H -4.17223 1.99852 0.12814
H -1.72104 1.42001 -0.42349
H -2.62591 0.57357 -1.55629
H -2.23965 -0.39342 -0.27812
*
```

Energy above the lowest of the compared OMol25 structures with the same formula, charge and spin in kcal per mole: 60.0
Frontier orbital gap in eV: 9.724
E_HOMO in eV: -8.75
SMILES: CCc1ccccc1.CC



4.
Entry from the OMol25 dataset: 2 unconnected molecules or ions with the total composition C10H16 in a non-equilibrium geometry (wB97M-V/def2-TZVPD).

ORCA input file:
```
! wB97M-V def2-TZVPD RIJCOSX def2/J DEFGRID3
* xyz 0 1
C 1.25063 -0.06851 -3.20865
C 0.46342 -0.05189 -1.90171
C 2.61697 0.61961 -3.00877
H 1.33913 -1.07856 -3.63037
H 0.66082 0.45977 -3.97033
H 0.13162 0.94546 -1.61499
H 3.51713 0.26842 -3.49939
H 2.48982 1.66190 -3.26067
H 2.85729 0.52221 -1.94668
H -0.46072 -0.61970 -1.98293
H 1.06618 -0.39093 -1.05848
C -1.25227 -2.19821 1.10010
C -0.87040 1.75365 2.80382
C 0.07135 0.74336 3.05663
C -1.95147 1.47742 2.01613
C 0.06215 -0.43507 2.36990
C -2.00509 0.21802 1.34639
C -1.06252 -0.76281 1.54662
H -0.62180 2.78420 3.01153
H 0.85929 1.01571 3.75583
H -2.78741 2.11155 1.82481
H 0.69405 -1.27821 2.56484
H -3.00447 -0.05478 0.98934
H -1.91233 -2.70159 1.77349
H -0.39633 -2.80496 0.82438
H -1.75506 -2.13607 0.09916
*
```

Energy above the lowest of the compared OMol25 structures with the same formula, charge and spin in kcal per mole: 24.2
Frontier orbital gap in eV: 10.012
E_HOMO in eV: -9.00
SMILES: Cc1ccccc1.CCC



5.
Entry from the OMol25 dataset: 2 unconnected molecules or ions with the total composition C10H16 (wB97M-V/def2-TZVPD).

ORCA input file:
```
! wB97M-V def2-TZVPD RIJCOSX def2/J DEFGRID3
* xyz 0 1
C -1.26449 -2.10763 1.47620
C 1.43872 0.51222 0.98842
C 0.21345 -0.11019 1.15433
C 2.58828 -0.27542 0.98784
C 0.08766 -1.48300 1.31299
C 2.48651 -1.64592 1.11175
C 1.24976 -2.25918 1.28688
H 1.51060 1.58620 0.85839
H -0.66858 0.51649 1.16369
H 3.56032 0.19279 0.90124
H 3.35323 -2.29382 1.08413
H -1.86056 -1.59652 2.23089
H -1.22793 -3.16230 1.78429
H 1.14577 -3.33079 1.40122
H -1.84898 -2.10468 0.55014
C -2.02418 1.61651 -2.11088
C -2.10732 2.99843 -1.44420
C -1.16079 1.64571 -3.37097
H -1.60586 0.91397 -1.38252
H -3.04803 1.30944 -2.30396
H -2.79146 3.64193 -2.00347
H -1.57601 0.98496 -4.13401
H -1.15857 2.62558 -3.84015
H -0.14896 1.28547 -3.20698
H -2.45797 2.93686 -0.41202
H -1.13064 3.48428 -1.41029
*
```

Energy above the lowest of the compared OMol25 structures with the same formula, charge and spin in kcal per mole: 6.2
Frontier orbital gap in eV: 10.049
E_HOMO in eV: -9.07
SMILES: Cc1ccccc1.CCC



6.
Entry from the OMol25 dataset: C10H16BN3O5 in the gas phase in a non-equilibrium geometry (wB97M-V/def2-TZVPD).

ORCA input file:
```
! wB97M-V def2-TZVPD RIJCOSX def2/J DEFGRID3
* xyz 0 1
N -1.32022 -3.21840 -0.75565
C -1.08976 -2.20659 -0.25109
O -1.16268 -0.99439 0.31781
C -0.57262 0.04445 -0.56183
C -1.57083 0.05986 -1.77125
C -1.64552 1.41728 -2.55376
O -0.94256 1.54353 -3.53500
C 0.97735 -0.10536 -0.84358
B 1.49234 -0.84211 -2.19207
N 2.17047 -2.16554 -2.03497
O 1.38451 -0.30722 -3.47952
N 1.44901 1.30956 -0.93014
C 0.51278 2.26914 -0.36593
O 0.51600 3.46570 -0.43468
C -0.51345 1.31281 0.38618
C 0.18905 1.16339 1.79555
C -0.72070 0.54768 2.93505
C -0.10773 -0.86929 3.31100
O -0.50393 -1.32092 4.62331
H -1.36350 -0.73705 -2.53777
H -2.61450 -0.15954 -1.40283
H -2.28264 2.29386 -2.25319
H 1.41767 -0.67069 0.02587
H 2.57691 -2.20380 -1.09789
H 1.49232 -2.92577 -2.15406
H 2.19640 -0.61677 -3.93272
H 1.60163 1.64509 -1.88827
H -1.55285 1.72409 0.35719
H 1.18634 0.65078 1.73151
H 0.43113 2.21720 2.11623
H -0.83802 1.20040 3.83335
H -1.74077 0.32610 2.52596
H 1.02131 -0.81663 3.29410
H -0.38916 -1.66711 2.58163
H 0.31622 -1.36372 5.14148
*
```

Frontier orbital gap in eV: 10.259
E_HOMO in eV: -9.97
SMILES: N#CO[C@]1(CC=O)[C@@H](B(N)O)NC(=O)[C@@H]1CCCO



7.
Entry from the OMol25 dataset: C10H16BNS2 in the gas phase in a non-equilibrium geometry (wB97M-V/def2-TZVPD).

ORCA input file:
```
! wB97M-V def2-TZVPD RIJCOSX def2/J DEFGRID3
* xyz 0 1
B -0.25544 0.52218 -0.07418
C 5.22099 -0.09521 -0.23874
C 4.55221 -1.24592 0.24628
C 4.36526 0.95142 -0.65892
C 3.18219 -1.32021 0.37918
C 2.95372 0.81265 -0.65913
C 2.34076 -0.27747 0.03350
C -2.28217 3.84584 0.82064
C -2.41922 -2.88324 -1.07389
C -2.08260 2.57680 -0.03801
C -1.35354 -2.22343 -0.22578
N 0.97188 -0.39324 0.16285
S -0.29044 2.28364 -0.34198
S -1.79984 -0.40119 -0.11410
H 6.23626 0.08456 -0.32811
H 5.15540 -2.14226 0.69314
H 4.80246 1.88272 -0.85521
H 2.79504 -2.22870 0.79667
H 2.36013 1.66689 -1.17895
H -2.06326 3.49781 1.89344
H -1.65219 4.62240 0.59230
H -3.31700 4.16379 0.88922
H -3.38026 -3.13242 -0.51322
H -2.68277 -2.27112 -1.85562
H -2.03972 -3.80714 -1.48172
H -2.56036 2.58419 -0.98675
H -2.25420 1.67516 0.51231
H -0.42727 -2.24346 -0.88429
H -1.14275 -2.54890 0.77229
H 0.80509 -1.25731 0.58959
*
```

Energy above the lowest of the compared OMol25 structures with the same formula, charge and spin in kcal per mole: 37.9
Frontier orbital gap in eV: 8.420
E_HOMO in eV: -7.90
SMILES: CCSB(Nc1ccccc1)SCC